[1]
Here is a structure of composition C19H12N2NiO2S from OMol25. Energies are from ωB97M-V/def2-TZVPD.

LUMO energy (alpha / beta): -1.02 / -1.10 eV
Total charge: 0
Expectation value of S²: 2.01
HOMO level (alpha / beta): -7.17 / -7.16 eV
Spin multiplicity: 3

Last column: Löwdin charge in e.
Element x y z (Å)
Ni (0.31450, -1.29639, -0.88735)  0.4334
O (4.22417, -0.97143, -0.84162)  0.0357
C (3.14941, -1.27827, -0.35325)  -0.6020
O (2.13006, -1.63293, -1.07951)  -0.1526
C (3.01633, -1.35325, 1.16006)  -0.1406
C (4.23316, -1.27795, 1.84801)  -0.0365
C (4.30623, -1.32694, 3.22466)  -0.0927
C (3.12961, -1.44068, 3.95553)  -0.0975
C (1.91631, -1.50612, 3.29977)  -0.1544
C (1.82412, -1.47325, 1.89987)  -0.5757
S (0.16065, -1.58660, 1.29125)  0.6403
H (5.12773, -1.17718, 1.24806)  0.1122
H (5.26533, -1.27650, 3.72495)  0.0971
H (3.15723, -1.47422, 5.03868)  0.0992
H (0.99687, -1.58512, 3.86729)  0.0845
C (-3.96644, -1.89966, -1.18565)  -0.0255
C (-2.59021, -2.15726, -1.21481)  -0.0854
N (-1.69294, -1.19568, -1.26430)  0.0279
C (-2.11512, 0.08898, -1.27110)  -0.1345
C (-3.46215, 0.44412, -1.25146)  -0.1323
C (-4.40068, -0.60163, -1.20571)  0.0093
C (-3.82194, 1.83805, -1.26379)  -0.0110
C (-2.87557, 2.79763, -1.28473)  -0.0084
C (-1.47679, 2.45633, -1.28814)  -0.1320
C (-0.43607, 3.40567, -1.27968)  0.0100
C (0.86682, 2.98494, -1.26380)  -0.0151
C (1.14090, 1.60887, -1.25221)  -0.0495
N (0.17929, 0.71338, -1.26212)  0.0638
C (-1.10584, 1.11648, -1.28135)  -0.1374
H (-4.66192, -2.72605, -1.14056)  0.1134
H (-2.21202, -3.17166, -1.19293)  0.1254
H (-5.45916, -0.36911, -1.18092)  0.1243
H (-4.87357, 2.09934, -1.25363)  0.1191
H (-3.15291, 3.84504, -1.29394)  0.1195
H (-0.67881, 4.46189, -1.28178)  0.1233
H (1.68653, 3.68969, -1.25254)  0.1154
H (2.15689, 1.22749, -1.23124)  0.1294

***

[2]
Here is a structure of composition C19H12N2O5PdS2 from OMol25. Energies are from ωB97M-V/def2-TZVPD.

LUMO energy (alpha / beta): 3.83 / 3.83 eV
Total charge: -2
Energy relative to the best compared isomer or geometry (same formula, charge and spin): 0.0 kcal per mole
HOMO level (alpha / beta): -1.58 / -1.58 eV

Last column: Löwdin charge in e.
Element x y z (Å)
Pd (-0.70651, -1.22336, 0.44346)  0.6567
S (-1.17507, -3.43931, -0.40230)  0.5670
C (-2.80654, -2.92115, -0.44459)  -1.1520
S (-2.99883, -1.28173, 0.11338)  0.5717
C (-3.88936, -3.67947, -0.86289)  -0.4068
C (-3.73228, -5.02185, -1.30505)  -0.2769
N (-3.63442, -6.11597, -1.65893)  0.1130
C (-5.20600, -3.14408, -0.88475)  -0.2889
N (-6.27759, -2.71510, -0.91633)  0.1103
O (4.79176, -0.23109, 3.45228)  0.0614
C (3.70980, -0.58961, 3.02914)  -0.3013
C (3.33990, -0.82126, 1.59627)  -0.3512
O (4.08232, -0.64412, 0.62533)  0.0107
C (1.95369, -1.23825, 1.58673)  -0.3158
C (1.38774, -1.26650, 2.91729)  -0.3572
O (0.22355, -1.55889, 3.21214)  -0.0113
C (2.47868, -0.87085, 3.86220)  -0.3003
O (2.40636, -0.78715, 5.07406)  0.0611
O (1.31480, -1.52920, 0.50192)  -0.1924
C (0.07667, 2.85509, 1.01867)  -0.0285
C (-0.55419, 1.81599, 0.06330)  -0.5553
C (-1.95161, 2.31772, -0.35285)  -0.0593
C (-0.82459, 0.58538, 0.85470)  -0.0970
C (0.37686, 1.57713, -1.11777)  -0.1846
C (0.00848, 1.82414, -2.43670)  -0.0456
C (0.89756, 1.57389, -3.47513)  -0.1033
C (2.16028, 1.06669, -3.20929)  -0.1000
C (2.53801, 0.81306, -1.89768)  -0.0506
C (1.65275, 1.07990, -0.86734)  -0.0280
H (-0.59311, 3.06708, 1.85416)  0.0834
H (0.25752, 3.77833, 0.46469)  0.0911
H (1.02743, 2.50359, 1.41754)  0.0858
H (-2.57585, 2.47137, 0.52857)  0.0868
H (-2.45386, 1.60383, -1.00510)  0.0716
H (-1.85169, 3.27444, -0.87004)  0.0873
H (-1.36061, 0.83284, 1.78124)  0.0764
H (-0.98156, 2.19081, -2.67378)  0.0946
H (0.58967, 1.75914, -4.49772)  0.0896
H (2.84110, 0.85289, -4.02501)  0.0910
H (3.49521, 0.37910, -1.63757)  0.1000
H (1.96353, 0.85652, 0.14376)  0.0969

***

[3]
Here is a structure of composition C19H12N7O6SV from OMol25. Energies are from ωB97M-V/def2-TZVPD.

LUMO energy (alpha / beta): -0.78 / -0.77 eV
Total charge: 0
Expectation value of S²: 2.01
HOMO level (alpha / beta): -8.78 / -8.90 eV
Spin multiplicity: 3

Last column: Löwdin charge in e.
Element x y z (Å)
V (0.42273, -0.14892, -0.65537)  0.9856
O (-3.42180, -4.71789, -1.69542)  0.0963
C (-2.60566, -3.68211, -1.42957)  -0.2662
C (-3.09251, -2.39426, -1.18028)  0.0900
C (-2.17183, -1.40520, -0.91982)  -0.1561
N (-0.87469, -1.67339, -0.91432)  0.0319
C (-0.39078, -2.89048, -1.12862)  -0.1319
C (-1.23221, -3.94472, -1.39415)  0.1048
C (1.12832, -2.90847, -0.99822)  -0.5384
O (1.75337, -3.92970, -1.14782)  0.1070
O (1.59840, -1.72676, -0.69814)  -0.1233
C (-2.44053, 0.05044, -0.57069)  -0.5378
O (-3.56064, 0.50026, -0.57373)  0.1084
O (-1.33593, 0.67569, -0.25467)  -0.1532
H (-4.34059, -4.42694, -1.71484)  0.1204
H (-4.15003, -2.16178, -1.18423)  0.1370
H (-0.84599, -4.93896, -1.56643)  0.1420
N (2.06258, -0.00849, 3.23013)  0.1979
C (1.07341, -0.88009, 3.65746)  -0.1659
C (0.84630, -1.51361, 4.87250)  -0.0108
C (-0.26327, -2.33179, 4.94262)  -0.0780
C (-1.11827, -2.50980, 3.84399)  -0.0703
C (-0.89026, -1.87608, 2.64052)  0.0134
C (0.22876, -1.05118, 2.55402)  -0.1748
N (0.71192, -0.29533, 1.50072)  0.1078
C (1.79430, 0.30049, 1.94059)  -0.2289
C (2.55419, 1.15588, 1.04641)  -0.2805
C (3.64538, 1.93559, 1.25475)  -0.3043
S (4.05123, 2.74830, -0.19355)  1.1084
C (2.78104, 1.95997, -1.00292)  -0.4003
N (2.07611, 1.17768, -0.24232)  -0.0449
H (2.85116, 0.31082, 3.76431)  0.1703
H (1.50309, -1.37716, 5.72111)  0.1129
H (-0.48067, -2.84891, 5.86728)  0.1060
H (-1.97661, -3.15939, 3.94896)  0.1067
H (-1.55143, -2.00738, 1.79474)  0.1095
H (4.20397, 2.09058, 2.16235)  0.0824
H (2.56616, 2.11649, -2.04917)  0.0938
N (0.45564, 0.32448, -2.59425)  0.0764
C (0.71378, 0.44113, -3.73484)  -0.3039
N (0.89751, 0.57084, -4.97555)  0.0821
C (1.99639, 1.12813, -5.46538)  -0.3953
N (2.92937, 1.61141, -5.94694)  0.0912
O (-0.12817, 3.31207, -0.28956)  -0.0649
H (-0.74453, 2.60148, -0.05516)  0.0037
H (-0.45904, 3.62437, -1.13779)  0.0439

***

Respective calculated total energy values: -78853.49401 -58265.79197 -79141.27333 eV.
Respective F_max values: 0.009 0.008 0.008 Eh/bohr.